(1)
The following is a quantum chemistry calculation of 2 unconnected molecules or ions with the total composition C4H9NO in a non-equilibrium geometry, from the Open Molecules 2025 dataset.

Each line ends with the natural charge from an NBO analysis.
Cartesian coordinates (Å):
1 N -1.07 -0.60 -0.82  -0.913
2 C 0.37 -0.27 -0.34  -0.297
3 C 0.47 -0.20 1.14  -0.062
4 C 1.59 -0.83 1.73  -0.364
5 C -0.60 0.46 1.76  -0.372
6 O -0.48 1.14 -2.58  -1.314
7 H -1.06 -0.05 -1.72  0.439
8 H 1.06 -0.91 -0.87  0.185
9 H -0.68 0.54 2.81  0.176
10 H 2.37 -1.22 1.19  0.177
11 H 0.48 0.74 -0.77  0.253
12 H 1.63 -0.87 2.82  0.158
13 H -0.55 1.10 -3.56  0.408
14 H -1.73 -0.24 -0.19  0.317
15 H -1.13 1.02 0.99  0.210

* E_HOMO (alpha / beta): -2.9 / -2.9 eV
* frontier orbital gap (alpha / beta): 6.732 / 5.891 eV
* 2S+1: 2
* total charge: -1
* energy relative to the best compared isomer or geometry (same formula, charge and spin): 1.300 eV
* LUMO (alpha / beta): 3.8 / 3.0 eV
* ⟨S²⟩: 0.790



(2)
The following is a quantum chemistry calculation of a molecular structure, C40H36I2O2P2PdS2 in a non-equilibrium geometry, from the Open Molecules 2025 dataset.

Each line ends with the Löwdin charge.
Cartesian coordinates (Å):
1 Pd -0.07 -0.50 0.23  0.053
2 O 0.21 4.41 0.52  -0.498
3 S 0.39 2.97 0.15  0.950
4 C -0.50 2.81 -1.42  -0.355
5 C -0.17 3.67 -2.45  -0.061
6 C -0.97 3.75 -3.58  -0.065
7 C -2.13 2.99 -3.64  -0.068
8 C -2.45 2.13 -2.61  -0.077
9 C -1.64 2.01 -1.48  -0.345
10 P -1.97 0.73 -0.19  0.965
11 C -2.74 1.70 1.15  -0.381
12 C -2.71 1.14 2.42  -0.114
13 C -3.32 1.78 3.49  -0.073
14 C -3.94 3.01 3.29  -0.081
15 C -3.95 3.58 2.02  -0.074
16 C -3.36 2.93 0.96  -0.080
17 C -3.36 -0.21 -0.90  -0.401
18 C -3.08 -1.15 -1.89  -0.142
19 C -4.08 -1.94 -2.42  -0.090
20 C -5.39 -1.82 -1.95  -0.083
21 C -5.68 -0.89 -0.96  -0.109
22 C -4.67 -0.09 -0.44  -0.116
23 C 2.10 2.89 -0.48  -0.370
24 C 2.65 4.13 -0.76  -0.092
25 C 3.96 4.22 -1.24  -0.063
26 C 4.70 3.07 -1.40  -0.070
27 C 4.16 1.84 -1.05  -0.079
28 C 2.85 1.72 -0.57  -0.339
29 P 2.20 0.10 0.02  1.011
30 C 3.64 -1.02 -0.18  -0.387
31 C 3.89 -1.52 -1.46  -0.130
32 C 4.90 -2.44 -1.68  -0.087
33 C 5.65 -2.91 -0.60  -0.088
34 C 5.40 -2.43 0.67  -0.078
35 C 4.39 -1.49 0.88  -0.075
36 C 2.15 0.42 1.83  -0.391
37 C 1.24 -0.37 2.54  -0.144
38 C 0.97 -0.10 3.87  -0.069
39 C 1.62 0.94 4.51  -0.078
40 C 2.54 1.72 3.82  -0.071
41 C 2.80 1.46 2.48  -0.082
42 H 0.72 4.29 -2.37  0.102
43 H -0.70 4.42 -4.38  0.106
44 H -2.78 3.06 -4.50  0.106
45 H -3.35 1.53 -2.69  0.103
46 H -2.20 0.19 2.58  0.057
47 H -3.30 1.34 4.47  0.105
48 H -4.41 3.52 4.12  0.102
49 H -4.43 4.54 1.87  0.104
50 H -3.37 3.38 -0.03  0.110
51 H -2.06 -1.25 -2.24  0.091
52 H -3.85 -2.66 -3.20  0.101
53 H -6.17 -2.45 -2.35  0.103
54 H -6.68 -0.80 -0.58  0.098
55 H -4.91 0.62 0.34  0.103
56 H 2.05 5.01 -0.58  0.104
57 H 4.38 5.19 -1.47  0.107
58 H 5.72 3.12 -1.77  0.106
59 H 4.78 0.96 -1.13  0.096
60 H 3.29 -1.18 -2.30  0.110
61 H 5.09 -2.81 -2.68  0.103
62 H 6.43 -3.64 -0.76  0.101
63 H 5.98 -2.79 1.51  0.104
64 H 4.20 -1.12 1.88  0.103
65 H 0.75 -1.21 2.05  0.060
66 H 0.25 -0.71 4.40  0.109
67 H 1.40 1.16 5.55  0.103
68 H 3.04 2.54 4.31  0.104
69 H 3.50 2.09 1.94  0.110
70 I -3.40 -2.75 1.94  0.358
71 I -5.94 -2.32 2.68  0.008
72 O -0.92 -3.21 1.25  -0.791
73 S -0.50 -3.03 -0.21  0.813
74 C -1.32 -4.40 -1.09  -0.290
75 C -0.30 -5.54 -1.26  -0.219
76 C 0.79 -5.33 -0.22  -0.229
77 C 1.10 -3.84 -0.29  -0.326
78 H -1.72 -4.02 -2.03  0.077
79 H -2.15 -4.65 -0.43  0.073
80 H 0.14 -5.48 -2.26  0.111
81 H -0.79 -6.51 -1.17  0.113
82 H 1.67 -5.94 -0.40  0.116
83 H 0.41 -5.56 0.78  0.115
84 H 1.55 -3.57 -1.25  0.097
85 H 1.71 -3.42 0.51  0.091

* E_HOMO: -7.1 eV
* frontier orbital gap: 6.674 eV
* energy relative to the best compared isomer or geometry (same formula, charge and spin): 0.763 eV
* LUMO: -0.4 eV



(3)
The following is a quantum chemistry calculation of a single C5H11NO molecule, from the Open Molecules 2025 dataset.

Each line ends with the natural charge from an NBO analysis.
Cartesian coordinates (Å):
1 C 1.79 0.48 -1.33  -0.604
2 C 1.20 -0.09 -0.04  -0.401
3 C -0.34 -0.12 0.00  -0.073
4 C -0.93 -1.43 -0.53  -0.614
5 N -0.81 0.17 1.35  -0.614
6 C -1.61 1.24 1.61  0.529
7 O -2.11 1.96 0.77  -0.618
8 H 1.35 0.01 -2.22  0.204
9 H 1.60 1.55 -1.40  0.210
10 H 2.87 0.32 -1.36  0.212
11 H 1.58 -1.11 0.12  0.194
12 H 1.56 0.51 0.80  0.206
13 H -0.74 0.71 -0.60  0.232
14 H -0.93 -1.45 -1.62  0.216
15 H -0.36 -2.30 -0.18  0.199
16 H -1.96 -1.55 -0.19  0.222
17 H -0.38 -0.30 2.13  0.391
18 H -1.78 1.39 2.69  0.109

* E_HOMO: -9.7 eV
* frontier orbital gap: 10.625 eV
* SMILES: CC[C@@H](C)NC=O
* energy relative to the best compared isomer or geometry (same formula, charge and spin): 0.364 eV
* LUMO: 0.9 eV



(4)
The following is a quantum chemistry calculation of a single C4H9NO molecule in a non-equilibrium geometry, from the Open Molecules 2025 dataset.

Each line ends with the natural charge from an NBO analysis.
Cartesian coordinates (Å):
1 C -0.87 1.23 0.32  -0.621
2 C -0.50 -0.15 0.04  0.154
3 O -1.51 -0.82 -0.70  -0.683
4 C 0.02 -1.14 0.98  -0.423
5 C 0.70 -0.77 -0.38  -0.089
6 N 1.76 0.25 -0.30  -0.885
7 H -1.84 1.28 0.86  0.236
8 H -1.01 1.54 -0.63  0.186
9 H -0.19 2.09 0.80  0.239
10 H -1.49 -0.09 -1.30  0.449
11 H -0.37 -2.28 0.91  0.236
12 H 0.56 -0.83 1.92  0.234
13 H 0.44 -1.40 -1.25  0.212
14 H 1.55 1.28 -0.92  0.372
15 H 2.75 -0.18 -0.37  0.383

* E_HOMO: -8.9 eV
* frontier orbital gap: 9.714 eV
* SMILES: C[C@]1(O)C[C@@H]1N
* energy relative to the best compared isomer or geometry (same formula, charge and spin): 4.758 eV
* LUMO: 0.8 eV